Formula: C28H45BrCl12N2O6P
Source: OMol25
Level of theory: wB97M-V/def2-TZVPD

Each line ends with the Mulliken charge.
Element x y z (Å)
C 4.383 1.040 1.802  -0.82
C 3.204 0.044 1.832  0.10
O 3.164 -0.809 0.684  -0.59
C 2.006 -0.952 -0.041  0.03
C 1.307 0.339 -0.619  1.65
C 2.280 1.494 -0.924  -1.27
C 2.316 2.760 -0.053  -1.38
O 1.776 2.646 1.260  -0.52
C -0.041 0.650 0.108  -1.99
O -0.607 1.913 -0.042  -0.03
C -0.730 2.506 -1.315  0.04
C -1.948 3.475 -1.275  0.62
C -1.975 4.405 -2.502  -1.85
C -3.290 2.788 -0.989  -0.46
C -4.379 3.704 -0.405  0.65
C -3.965 4.328 0.956  -1.58
C -5.607 2.770 -0.083  -1.41
C -1.042 -0.579 -0.043  4.03
C -1.985 -0.675 1.180  -0.57
C -2.117 0.372 2.069  -0.47
C -3.015 0.250 3.130  -0.92
C -3.730 -0.933 3.230  -0.41
C -3.495 -1.910 2.288  -0.64
N -2.667 -1.816 1.264  -0.13
P -2.223 -0.430 -1.521  -0.23
O -3.173 -1.776 -1.501  -0.41
Br -1.024 -0.713 -3.449  -0.28
C -0.275 -1.906 -0.261  -2.07
N 1.024 -1.965 0.485  0.53
C 0.859 -2.072 1.957  -0.49
C 0.066 -3.297 2.417  -0.91
O 0.161 -4.386 1.486  -0.32
C -0.959 -5.207 1.590  0.09
O -1.526 -5.561 0.589  -0.43
H 5.223 0.580 2.336  0.42
H 4.709 1.110 0.756  -0.23
H 4.122 2.012 2.220  0.24
H 2.238 0.510 2.055  -0.12
H 3.409 -0.601 2.704  0.57
H 2.378 -1.424 -0.958  -0.76
H 0.947 0.012 -1.610  -0.24
H 3.296 1.075 -0.950  0.20
H 2.122 1.828 -1.958  0.72
H 3.377 3.050 0.061  0.54
H 1.867 3.639 -0.540  0.63
H 1.647 3.512 1.653  0.33
H 0.240 0.590 1.173  0.71
H 0.109 3.160 -1.604  0.02
H -0.884 1.832 -2.173  -0.05
H -1.743 4.128 -0.408  0.02
H -2.597 5.269 -2.220  0.46
H -0.990 4.831 -2.730  0.46
H -2.464 3.956 -3.374  0.35
H -3.104 2.009 -0.235  -0.16
H -3.653 2.294 -1.903  0.49
H -4.736 4.455 -1.118  0.53
H -3.257 5.155 0.857  0.33
H -4.901 4.647 1.432  0.55
H -3.582 3.522 1.602  0.15
H -5.367 1.745 -0.411  0.30
H -6.511 3.053 -0.631  0.34
H -5.775 2.683 0.997  0.37
H -1.553 1.295 1.989  0.63
H -3.134 1.090 3.809  0.50
H -4.446 -1.048 4.040  0.46
H -4.054 -2.854 2.395  0.28
H -3.167 -2.195 -2.374  0.39
H -0.895 -2.784 -0.057  0.50
H 0.039 -2.027 -1.310  0.78
H 1.404 -2.880 0.210  0.44
H 0.454 -1.175 2.436  0.15
H 1.865 -2.197 2.376  0.85
H 0.531 -3.635 3.359  0.49
H -0.971 -3.076 2.700  0.33
H -1.291 -5.531 2.595  0.41
C -4.921 -6.171 3.693  0.15
Cl -4.854 -4.457 3.227  -0.14
Cl -5.799 -6.368 5.207  -0.11
Cl -5.652 -7.131 2.412  -0.10
H -3.906 -6.519 3.841  0.19
C 4.291 -3.317 -2.753  0.03
Cl 2.984 -4.073 -1.819  -0.09
Cl 4.394 -4.033 -4.357  -0.12
Cl 4.048 -1.570 -2.862  -0.07
H 5.225 -3.499 -2.237  0.34
C 4.163 -0.951 -6.865  0.63
Cl 5.749 -0.364 -7.364  -0.12
Cl 3.200 0.362 -6.177  -0.13
Cl 3.319 -1.701 -8.218  -0.12
H 4.306 -1.701 -6.097  -0.25
C 8.040 1.893 -0.102  -0.07
Cl 8.699 0.915 1.208  -0.11
Cl 6.686 1.061 -0.878  -0.05
Cl 7.535 3.475 0.492  -0.12
H 8.817 2.039 -0.843  0.38

Atomic forces in eV per Å
C -0.167 -0.996 -0.761
C 0.264 0.064 1.772
O -0.356 -0.196 0.323
C 0.932 1.308 -1.992
C -1.502 -0.181 -0.522
C 0.312 -0.029 0.135
C 0.870 1.330 0.386
O -0.158 -0.785 0.092
C 0.819 -0.940 0.927
O 0.114 -0.392 -0.304
C -1.297 1.275 -1.284
C 0.489 0.166 0.399
C -0.554 0.322 0.660
C 0.451 0.512 -0.114
C -0.720 -1.039 0.853
C -0.591 -0.246 -0.686
C 0.612 -0.446 -0.543
C 0.614 -0.946 -0.321
C 0.687 0.094 -1.193
C -0.235 0.602 0.766
C 0.252 -0.091 -0.537
C 0.083 1.035 0.651
C -1.179 -1.252 0.248
N 0.232 0.254 0.456
P -1.473 1.363 -0.247
O 1.146 0.075 -0.123
Br 0.167 -0.368 0.433
C -0.026 0.531 -0.766
N -0.769 -1.025 0.750
C 0.841 -0.286 1.029
C 0.150 -0.474 1.268
O -0.916 0.152 0.422
C -0.599 -0.453 -2.209
O 0.817 0.284 1.426
H -0.098 0.368 -0.014
H -0.132 0.423 0.432
H 0.039 -0.151 -0.084
H 0.193 0.153 -0.532
H -0.252 -0.062 -0.323
H -0.239 -0.200 0.292
H 0.465 -0.022 0.165
H -0.279 -0.016 0.146
H -0.190 -0.066 0.271
H -0.211 -0.189 -0.192
H -0.208 -0.516 -0.151
H 0.040 0.077 -0.246
H -0.322 0.386 -0.178
H 0.202 -0.470 0.462
H 0.162 -0.377 0.496
H 0.055 -0.204 -0.162
H 0.083 -0.179 -0.232
H -0.150 -0.333 -0.178
H 0.406 -0.055 0.030
H -0.139 0.087 -0.195
H 0.021 0.066 0.237
H 0.398 0.056 0.139
H -0.089 -0.143 0.249
H 0.418 0.408 0.001
H 0.237 0.274 -0.181
H -0.157 0.233 0.013
H 0.034 0.104 0.387
H -0.246 0.257 -0.257
H -0.078 -0.181 -0.269
H -0.095 -0.253 0.043
H 0.069 -0.290 -0.238
H 0.790 1.194 -0.659
H -0.131 -0.130 0.117
H 0.176 0.267 0.397
H -0.142 0.233 0.209
H 0.117 0.121 0.139
H -0.120 -0.049 -0.532
H -0.098 0.178 -0.389
H -0.029 0.254 -0.204
H 0.124 0.122 -0.648
H 0.460 0.454 -0.067
C -0.320 -0.162 0.039
Cl -0.281 -1.025 0.455
Cl 0.084 0.031 -0.029
Cl 0.078 0.053 0.021
H -0.015 0.053 -0.008
C 0.002 0.031 -0.131
Cl -0.015 -0.039 0.039
Cl -0.020 0.015 0.090
Cl 0.087 0.022 -0.101
H -0.054 0.006 0.039
C 0.038 0.016 -0.123
Cl -0.027 -0.029 0.059
Cl -0.018 -0.013 0.067
Cl 0.006 -0.013 0.074
H -0.016 0.034 -0.004
C -0.014 0.051 0.175
Cl -0.009 0.011 -0.058
Cl 0.133 -0.060 -0.255
Cl 0.006 -0.031 -0.042
H -0.038 -0.012 0.001

The value obtained for the total energy is -274623.680 eV. As for the total charge: +1. The calculation puts the gap between HOMO and LUMO at 0.3243 Ha. For the LUMO energy, the calculation gives -2.287 eV.



Formula: C28H45BrF3N3O10P2
Source: OMol25
Level of theory: wB97M-V/def2-TZVPD

Each line ends with the Mulliken charge.
Element x y z (Å)
C 3.515 2.775 -1.963  -1.07
N 2.195 2.874 -2.604  0.54
C 2.237 2.886 -4.055  -1.32
N 1.014 2.348 -4.746  0.71
P 1.234 3.148 -6.415  0.43
O 2.669 3.149 -6.814  -0.65
O 0.232 2.506 -7.584  -0.42
O 0.819 4.786 -6.357  -0.43
C -0.362 2.805 -4.252  -1.40
C -0.515 4.193 -3.531  -1.54
C -0.659 4.241 -1.979  -0.46
C -0.509 5.704 -1.360  -0.75
C 0.841 6.408 -1.663  0.41
O 0.844 7.620 -1.701  -0.59
O 2.039 5.767 -1.841  -0.35
C -1.313 1.565 -3.853  2.75
C -1.255 1.086 -2.358  -1.17
C -1.807 -0.342 -2.054  0.30
O -2.694 -0.916 -2.630  -0.53
C -1.085 -1.122 -0.897  0.34
C -1.192 -0.713 0.492  -0.10
C -0.523 -1.514 1.507  -0.73
C 0.242 -2.676 1.103  -0.47
C 0.330 -3.089 -0.287  -0.74
C -0.325 -2.308 -1.327  -0.41
C -2.816 1.656 -4.308  0.68
F -3.709 1.692 -3.259  -0.30
F -3.126 2.771 -5.064  -0.30
F -3.223 0.579 -5.066  -0.27
C -0.666 0.584 -4.968  -1.63
O -0.729 -0.817 -4.793  -0.39
C 0.918 0.860 -4.906  0.58
Br 1.688 -0.255 -3.392  0.03
P 1.932 0.070 -6.361  0.15
O 3.517 0.126 -5.776  -0.51
O 1.595 -1.564 -6.428  -0.41
H 3.880 1.734 -1.780  0.28
H 4.236 3.345 -2.616  0.42
H 3.460 3.382 -1.016  0.34
H 1.492 2.265 -2.199  -0.12
H 3.147 2.308 -4.382  0.49
H 2.339 3.965 -4.379  0.42
H -0.697 2.793 -7.452  0.37
H 0.334 5.000 -7.184  0.32
H -0.809 3.062 -5.268  0.66
H -1.416 4.699 -3.981  0.61
H 0.348 4.869 -3.801  0.31
H 0.006 3.571 -1.388  0.36
H -1.717 3.941 -1.723  0.46
H -0.550 5.552 -0.243  0.42
H -1.399 6.328 -1.637  0.34
H 2.775 6.400 -1.725  0.31
H -1.834 1.796 -1.700  0.66
H -0.218 1.125 -1.925  0.02
H -1.817 0.183 0.733  0.34
H -0.619 -1.206 2.570  0.48
H 0.746 -3.261 1.902  0.50
H 0.901 -3.992 -0.585  0.36
H -0.303 -2.594 -2.407  0.45
H -0.993 0.737 -6.031  0.70
H -1.084 -1.275 -5.574  0.43
H 3.945 0.946 -6.087  0.35
H 2.461 -1.996 -6.577  0.33
C 1.363 -4.982 7.380  -1.71
C 0.202 -4.740 6.396  1.45
C -1.077 -5.408 6.936  -1.30
C -1.702 -4.728 8.151  -0.64
C -1.418 -3.227 8.219  -1.44
C -1.070 -2.573 6.868  1.72
N 0.077 -3.276 6.298  0.59
O 0.485 -2.758 5.107  -0.81
C -0.655 -1.127 7.182  -1.85
C -2.321 -2.528 5.974  -1.44
C 0.546 -5.475 5.092  -1.81
H 2.292 -4.549 7.001  0.38
H 1.539 -6.053 7.537  0.37
H 1.168 -4.535 8.358  0.33
H -1.827 -5.444 6.140  0.34
H -0.877 -6.457 7.183  0.56
H -2.783 -4.902 8.133  0.33
H -1.342 -5.201 9.070  0.34
H -2.273 -2.721 8.680  0.53
H -0.585 -3.069 8.912  0.33
H 0.262 -1.105 7.778  0.43
H -1.434 -0.614 7.756  0.39
H -0.482 -0.545 6.275  0.31
H -3.126 -1.976 6.471  0.38
H -2.711 -3.520 5.736  0.32
H -2.121 -2.018 5.029  0.18
H 0.669 -6.547 5.280  0.38
H 1.482 -5.122 4.657  0.34
H -0.246 -5.361 4.348  0.37

Atomic forces in eV per Å
C 0.155 1.084 0.051
N -0.556 -0.229 -0.260
C 1.586 0.595 1.282
N 0.036 -0.715 0.617
P 1.596 2.979 -4.131
O -1.664 -1.248 0.904
O 0.468 0.771 2.058
O -0.587 -2.288 0.144
C -3.044 1.418 -1.115
C 0.842 0.629 0.511
C -1.029 0.342 0.831
C 0.461 -2.004 -0.161
C 0.005 2.357 -0.014
O -0.145 -0.592 0.089
O -1.014 -1.025 0.497
C 1.225 -1.137 -1.200
C 0.185 0.246 0.523
C 0.790 -1.379 1.380
O 0.212 0.982 -0.372
C 0.737 -0.470 0.114
C 1.041 -1.603 -0.923
C -0.159 0.005 -1.882
C -0.742 0.739 -0.753
C -0.976 1.709 -0.030
C -0.477 0.725 2.519
C -2.327 0.171 0.144
F 1.487 0.179 -1.049
F 0.851 -0.884 0.531
F 0.872 1.356 0.773
C 2.184 -1.639 -0.204
O -0.682 0.244 0.204
C -0.838 -1.566 1.056
Br -0.170 0.631 0.276
P 0.902 0.645 -1.724
O -1.519 -0.122 -0.178
O 0.949 1.465 0.960
H -0.281 0.771 -0.188
H -0.540 -0.752 0.647
H 0.169 -0.904 -0.749
H 0.435 -0.067 -0.219
H -1.154 0.485 -0.270
H -0.016 -1.080 0.095
H 0.332 -0.181 -0.172
H 0.232 0.049 0.471
H 0.101 -0.178 1.103
H 0.815 -0.663 0.390
H -0.745 -0.866 0.019
H -0.309 0.430 -0.849
H 1.048 0.190 -0.196
H 0.098 0.316 -1.030
H 1.310 -0.187 0.074
H -0.787 0.100 -0.200
H 0.376 -0.686 -0.841
H -0.962 -0.110 -0.757
H 0.708 -0.938 -0.038
H 0.273 -0.567 -0.826
H -0.457 0.480 -0.700
H -0.440 0.726 0.406
H 0.002 0.286 1.150
H -0.052 0.875 1.065
H -0.064 0.428 0.401
H -0.284 -0.335 -0.194
H -0.455 -0.077 0.192
C 0.137 -0.417 0.198
C 0.136 -0.614 0.734
C -0.283 -0.012 0.000
C -0.126 -0.080 0.125
C 0.141 -0.092 0.197
C -0.226 -0.051 0.648
N -0.006 0.321 -0.893
O -0.109 0.086 -0.074
C 0.071 0.221 -0.155
C -0.221 0.017 -0.248
C 0.063 0.393 -0.323
H -0.138 0.102 -0.099
H -0.023 -0.020 -0.031
H -0.086 0.046 -0.072
H 0.170 0.085 -0.111
H 0.156 0.071 -0.093
H 0.048 -0.033 -0.012
H -0.011 0.043 -0.017
H 0.032 0.119 -0.178
H 0.084 0.116 -0.194
H -0.016 -0.125 -0.086
H -0.072 -0.136 -0.016
H 0.063 -0.196 -0.027
H 0.078 -0.017 0.074
H 0.092 -0.013 0.043
H 0.213 -0.094 0.050
H -0.118 0.069 0.233
H -0.129 0.168 0.042
H 0.066 0.126 0.030

The value obtained for the total energy is -151476.674 eV. The calculation puts the gap between HOMO and LUMO at 0.0418 Ha. For the LUMO energy, the calculation gives -2.140 eV.



Formula: C28H45Cl2FN2O11
Source: OMol25
Level of theory: wB97M-V/def2-TZVPD

Each line ends with the Mulliken charge.
Element x y z (Å)
C 4.706 0.158 2.811  -0.81
C 5.142 -0.030 1.286  -0.35
O 4.345 0.711 0.328  -0.31
C 4.540 2.108 0.438  0.11
O 5.709 2.557 0.577  -0.59
C 3.320 3.175 0.440  -0.03
C 2.074 2.449 -0.227  -0.85
C 0.659 3.189 -0.120  -0.65
C -0.345 2.521 0.986  2.49
C -0.936 1.346 0.015  -2.38
O -1.546 0.245 0.713  0.24
C -1.228 -1.011 0.064  -0.10
O -2.230 -1.998 0.348  -0.38
C -2.644 -1.982 1.735  -0.38
C -1.464 -2.157 2.803  0.30
O -2.062 -1.952 4.121  -0.56
C -1.667 3.393 1.393  -0.24
F -1.776 4.663 0.685  -0.51
C -3.136 2.820 1.116  -0.30
C -4.265 3.765 1.816  -0.38
C -5.646 3.407 1.039  -0.55
O -6.060 2.082 1.427  -0.50
N -1.656 3.383 2.878  -0.18
C -1.171 2.020 3.216  -0.73
O -1.667 1.111 3.882  -0.50
C 0.253 2.049 2.386  1.99
N 0.990 0.717 2.436  -0.64
C 1.122 2.864 3.417  -0.26
Cl 1.662 1.846 4.886  -0.12
C 1.537 4.189 3.514  -0.02
C 1.120 5.222 2.401  -0.54
Cl 2.542 4.811 4.928  -0.20
H 5.027 1.176 3.230  0.25
H 3.601 -0.078 3.016  0.18
H 5.298 -0.631 3.412  0.39
H 4.984 -1.144 1.036  0.30
H 6.265 0.158 1.216  0.33
H 3.200 3.485 1.527  0.02
H 3.659 4.029 -0.239  0.36
H 1.908 1.365 0.126  0.19
H 2.322 2.340 -1.349  0.72
H 0.700 4.323 -0.053  0.46
H 0.159 3.012 -1.148  0.38
H -1.587 1.821 -0.804  -0.02
H -0.071 0.862 -0.586  0.74
H -1.136 -0.942 -1.075  -0.25
H -0.212 -1.353 0.500  0.35
H -3.312 -1.078 2.001  0.17
H -3.335 -2.895 1.869  0.26
H -0.604 -1.421 2.699  -0.18
H -1.100 -3.235 2.766  0.31
H -2.736 -1.241 4.066  0.33
H -3.380 2.732 -0.006  0.61
H -3.328 1.781 1.564  -0.40
H -4.372 3.390 2.900  0.19
H -4.024 4.872 1.746  0.33
H -5.415 3.421 -0.076  0.30
H -6.443 4.215 1.220  0.28
H -6.288 2.071 2.383  0.33
H -1.272 4.177 3.393  0.44
H 0.748 0.124 1.636  0.19
H 1.970 1.011 2.240  -0.39
H 0.019 5.319 2.164  0.19
H 1.809 5.101 1.507  0.08
H 1.401 6.262 2.826  0.46
O -1.585 -0.168 -3.377  -0.59
C -1.301 -1.190 -3.949  0.55
O -1.959 -2.365 -3.774  -0.37
C -1.298 -3.397 -4.518  -0.06
C -0.519 -2.676 -5.592  -0.51
C -0.158 -1.372 -4.913  -0.51
H -0.649 -3.954 -3.840  0.04
H -2.039 -4.079 -4.939  0.32
H 0.344 -3.239 -5.949  0.28
H -1.169 -2.475 -6.450  0.31
H 0.774 -1.451 -4.348  0.25
H -0.109 -0.547 -5.623  0.32
O 2.487 -4.756 -4.446  -0.57
C 1.814 -5.721 -4.198  0.51
O 0.487 -5.815 -4.482  -0.26
C -0.026 -7.046 -3.956  -0.46
C 1.177 -7.949 -3.813  -0.50
C 2.286 -6.967 -3.498  -0.44
H -0.509 -6.841 -2.996  0.28
H -0.767 -7.458 -4.644  0.33
H 1.046 -8.722 -3.054  0.32
H 1.385 -8.444 -4.767  0.26
H 2.362 -6.767 -2.427  0.26
H 3.244 -7.301 -3.895  0.30

Atomic forces in eV per Å
C 0.461 -0.404 0.136
C 0.663 -1.791 1.281
O -0.290 2.193 1.080
C 3.763 1.704 0.563
O -4.092 -1.614 -0.370
C 0.339 -2.277 -0.950
C -0.679 -0.036 -0.519
C -0.640 0.223 -0.650
C -0.408 0.521 -2.327
C 1.702 -0.960 -0.275
O 0.089 0.129 -1.273
C 0.389 -0.834 0.162
O 0.729 1.523 0.760
C -0.529 -0.889 0.949
C -0.896 0.350 0.187
O -0.096 -0.149 -0.957
C -1.605 -0.723 -0.326
F 1.288 -1.339 1.800
C -0.821 -0.251 -0.218
C -0.334 -1.260 -0.783
C 1.078 1.055 0.563
O -0.211 0.743 0.167
N -0.856 -0.185 0.302
C 0.857 -1.029 0.475
O 1.354 3.588 -2.131
C -0.830 -2.297 1.510
N 0.159 1.530 -1.474
C 1.541 1.963 1.612
Cl -0.805 0.923 -1.648
C -1.357 -1.441 -0.930
C 1.546 1.744 1.412
Cl -1.357 -0.671 -2.050
H -0.722 -1.361 -0.679
H 1.605 0.567 -0.435
H -0.827 1.206 -0.942
H 0.100 1.841 0.101
H -1.616 0.110 -0.245
H 0.088 -0.371 -1.403
H -0.395 -1.075 1.276
H 0.645 1.801 -0.363
H -0.340 0.235 1.721
H 0.197 -1.542 0.142
H 0.588 0.333 1.699
H 0.610 -0.623 1.494
H -0.982 1.085 0.951
H -0.441 0.118 1.630
H -1.281 0.357 -0.638
H 1.317 -1.027 -0.577
H 1.117 1.350 -0.376
H -1.089 -0.929 -0.109
H -0.322 1.468 0.095
H 0.879 -0.474 -0.104
H 0.604 0.272 1.640
H 0.754 1.455 -0.724
H 0.186 1.014 -1.574
H -0.266 -1.415 0.180
H -0.524 -0.332 1.418
H 0.964 -1.247 -0.044
H 0.285 0.252 -0.991
H -0.005 -0.614 -0.180
H -0.297 0.324 0.232
H -0.750 -0.687 0.314
H 1.402 -0.654 0.063
H -1.255 0.078 0.967
H -0.436 -1.601 -0.667
O -0.188 -0.599 -0.014
C 0.030 0.589 0.423
O -0.015 0.676 0.057
C 0.037 -0.506 -0.030
C 0.338 -0.192 -0.573
C -0.083 -0.194 -0.471
H -0.100 0.145 -0.054
H -0.074 0.112 0.238
H -0.096 -0.035 0.123
H 0.038 -0.037 0.083
H -0.029 0.114 -0.012
H 0.128 0.125 0.331
O -0.775 -0.275 -0.146
C 0.773 0.739 0.141
O 0.440 0.037 -0.152
C -0.487 -0.331 0.078
C 0.115 -0.605 0.088
C -0.092 -0.500 -0.185
H 0.029 0.025 -0.050
H 0.022 0.276 0.006
H -0.076 0.079 -0.072
H -0.057 0.032 0.096
H 0.122 0.069 -0.073
H 0.055 0.303 0.218

The value obtained for the total energy is -83023.985 eV. The calculation puts the gap between HOMO and LUMO at 0.3478 Ha. For the LUMO energy, the calculation gives 0.182 eV.